1.
This record from the Open Molecules 2025 dataset describes a structure of composition C2H3NO2S2 at a distorted geometry. The level of theory is wB97M-V/def2-TZVPD.

Last column: natural (NBO) charge in e.
Atoms and positions in Å:
C (0.0826, 1.4422, 0.2081)  0.0585
C (0.7534, 0.3750, -0.3539)  -0.6127
N (-1.1418, 1.3673, 0.7098)  -0.7568
O (-1.8453, -0.3723, -1.0644)  -0.9192
O (1.1905, -2.0072, 0.2717)  -0.9203
S (-0.0779, -1.0264, -0.3390)  0.9437
S (-1.8897, 0.0460, 0.4764)  1.2353
H (0.4172, 2.4306, 0.1893)  0.2107
H (1.6879, 0.4283, -0.9418)  0.2748
H (0.8231, -2.6835, 0.8438)  0.4860

Summary:
energy above the lowest of the compared OMol25 structures with the same formula, charge and spin: 366.1 kJ/mol



2.
This record from the Open Molecules 2025 dataset describes the molecule C2H3NO2S2 at a distorted geometry. The level of theory is wB97M-V/def2-TZVPD.

Last column: natural (NBO) charge in e.
Atoms and positions in Å:
C (-0.3131, -1.1733, -0.4352)  -0.0133
C (-1.1946, 0.9164, 0.1594)  -0.3624
N (-1.2669, -0.4566, -0.2322)  -0.3825
O (2.5335, -0.3602, -1.0157)  -0.8763
O (1.6903, -0.5577, 1.3489)  -0.9125
S (0.4919, 1.5726, -0.0381)  -0.0609
S (1.5000, -0.2813, -0.0318)  1.8858
H (-0.4157, -2.2678, -0.4822)  0.2273
H (-1.7613, 1.4496, -0.5336)  0.2353
H (-1.2641, 1.1583, 1.2605)  0.2595

Summary:
energy above the lowest of the compared OMol25 structures with the same formula, charge and spin: 224.6 kJ/mol
SMILES: O=S1(=O)C=NCS1



3.
This record from the Open Molecules 2025 dataset describes a cluster of 2 separate species, C2H3NO2S2 in total at a distorted geometry. The level of theory is wB97M-V/def2-TZVPD.

Last column: natural (NBO) charge in e.
Atoms and positions in Å:
C (-0.4076, -0.7509, 0.1930)  -0.2051
C (-0.9183, -1.8055, 0.3721)  -0.2564
N (-3.1718, 1.4138, 0.0624)  0.4540
O (-3.6252, 0.8175, -0.8106)  -0.1935
O (-1.8235, 1.7713, 0.3266)  -0.6119
S (-0.3458, 2.6089, -0.1793)  0.2485
S (-1.7213, -3.0890, 1.0909)  0.0928
H (0.0313, 0.2227, 0.0615)  0.2264
H (-0.9019, 3.7729, 0.0039)  0.1122
H (-1.8122, -3.9702, 0.1123)  0.1331

Summary:
energy above the lowest of the compared OMol25 structures with the same formula, charge and spin: 696.0 kJ/mol
SMILES: O=NOS.C#CS